{"formula": "C31H33FeNO3", "method": "ωB97M-V/def2-TZVPD", "multiplicity": 5, "homo_energy_ev": [1.23, 1.24], "energy_ev": -74694.65489, "charge": -2, "lumo_energy_ev": [4.813, 4.804], "elements": ["Fe", "O", "O", "O", "N", "C", "C", "C", "C", "C", "C", "C", "C", "C", "C", "C", "C", "C", "C", "C", "C", "C", "C", "C", "C", "C", "C", "C", "C", "C", "C", "C", "C", "C", "C", "C", "H", "H", "H", "H", "H", "H", "H", "H", "H", "H", "H", "H", "H", "H", "H", "H", "H", "H", "H", "H", "H", "H", "H", "H", "H", "H", "H", "H", "H", "H", "H", "H", "H"], "coordinates": [[2.87741, 0.70743, 2.60526], [0.22454, -2.93726, -0.06068], [3.09255, -3.16468, -4.86217], [-1.41563, -0.89928, 1.86322], [-1.87579, -2.74607, -0.91853], [3.62295, -1.13263, -3.74559], [4.32494, -0.57606, 2.24187], [-2.51117, -2.13512, -2.08749], [-2.88824, 3.84697, 0.86257], [2.30729, -1.04048, 3.33991], [2.03898, -0.96260, 1.92988], [2.79280, -4.58358, -4.83517], [3.36507, -0.18793, -0.16141], [1.38618, 1.99511, 2.76841], [2.60724, -2.20477, -1.35904], [3.03375, -2.43420, -3.71799], [3.72873, -0.81722, 3.53829], [-2.16091, 1.88262, -0.37752], [2.10433, 2.17038, 1.52315], [-0.68057, -0.71679, -0.34904], [3.21327, -0.92743, -1.34939], [-2.64058, 3.16152, 2.06582], [-1.28678, -0.18894, 0.83074], [-3.52657, -4.44678, -0.23441], [3.28026, -0.66523, 1.20613], [3.50506, 2.42105, 1.84798], [-2.65842, 3.19704, -0.35623], [-1.56160, -1.86165, -3.24988], [-2.12398, 1.86282, 2.04007], [3.63959, 2.39747, 3.29452], [-0.68985, -2.18914, -0.45603], [-2.11167, -4.18628, -0.69696], [2.32973, 2.12818, 3.86129], [-1.82652, 1.22154, 0.81121], [3.70603, -0.40788, -2.58696], [2.45682, -2.92684, -2.51779], [3.83225, 0.79907, -0.28420], [3.40903, -5.10148, -4.08689], [-2.96475, -1.18394, -1.76254], [-1.93915, 1.32483, 2.97744], [-1.28007, -2.79731, -3.74938], [-2.02137, 1.35352, -1.32527], [1.10509, -1.17549, 1.42179], [4.02073, -0.76059, -4.69294], [0.31506, 1.86986, 2.87381], [-0.64678, -1.35024, -2.92757], [2.21977, -2.59244, -0.42495], [-0.29125, -0.06911, -1.14761], [-3.65664, -5.51519, -0.05982], [-2.84315, 3.64610, 3.02610], [4.26199, -0.89470, 4.48252], [-4.25362, -4.10545, -0.97354], [2.08796, 2.10303, 4.92014], [-1.40111, -4.52260, 0.06634], [-3.27176, 4.87109, 0.87967], [1.65604, 2.19472, 0.53237], [1.72561, -4.76831, -4.64491], [-2.06961, -1.21873, -3.97696], [-3.69367, -3.91911, 0.70781], [4.29511, 2.67992, 1.14648], [-3.31497, -2.81222, -2.39434], [4.18316, 0.57242, -2.58024], [-1.90638, -4.71752, -1.64051], [-2.86400, 3.70720, -1.30165], [4.54132, 2.61284, 3.86375], [1.58109, -1.29999, 4.10128], [3.04959, -4.93208, -5.83700], [1.94388, -3.89120, -2.49128], [5.38212, -0.45861, 2.02086]], "forces_ev_per_a": [[-0.4, -0.2, 0.8], [-1.8, 0.7, -0.3], [-0.3, -2.0, -1.9], [-0.7, 0.5, 0.5], [-0.1, -0.8, -0.1], [-0.5, -1.6, -0.3], [0.3, -2.7, -0.6], [-0.1, 0.5, 0.8], [0.1, -0.3, 0.1], [0.8, -2.7, -0.1], [0.5, -2.1, -0.2], [0.3, 1.7, 0.1], [0.8, 0.6, -0.6], [-0.3, 2.5, -0.3], [0.0, 0.0, 0.2], [-0.2, 0.9, 1.8], [0.4, -2.4, -0.1], [0.1, 0.4, 0.1], [-0.3, 3.2, 0.3], [-1.0, 1.6, 0.5], [0.2, 0.5, 0.8], [0.1, -0.1, -0.4], [1.1, -1.4, -1.7], [0.0, 0.1, 0.2], [0.3, -1.4, 0.8], [-1.0, 2.6, -0.1], [0.1, -0.2, 0.2], [0.0, -0.2, -0.2], [0.0, 0.1, -0.4], [-0.3, 1.9, 0.0], [1.7, -1.0, 1.2], [0.6, 0.8, -0.5], [-0.4, 1.9, 0.0], [-0.3, 0.4, 0.6], [-0.3, 0.1, 0.3], [0.8, 0.2, -1.1], [0.1, -0.4, 0.1], [-0.2, 0.1, 0.0], [0.0, -0.3, -0.2], [0.0, 0.1, -0.5], [0.1, 0.2, 0.1], [0.0, 0.2, 0.3], [0.0, 0.4, 0.3], [0.0, -0.1, 0.2], [0.3, -0.3, -0.1], [-0.2, -0.2, 0.0], [0.1, 0.1, -0.3], [-0.2, -0.5, 0.4], [-0.2, -0.1, 0.0], [0.1, -0.1, -0.3], [-0.2, 0.2, -0.2], [-0.1, -0.1, 0.1], [0.1, -0.2, -0.3], [-0.1, 0.2, -0.4], [0.1, -0.3, 0.0], [0.2, -0.4, 0.3], [0.2, 0.0, 0.1], [0.1, -0.1, -0.1], [-0.1, 0.0, -0.1], [-0.3, -0.4, 0.2], [0.0, 0.2, -0.1], [-0.1, -0.1, 0.0], [0.0, -0.2, 0.2], [0.0, -0.1, 0.3], [-0.2, -0.2, -0.2], [0.1, 0.2, -0.1], [0.0, -0.1, 0.1], [0.2, 0.2, 0.0], [-0.3, 0.3, 0.1]], "nbo_charge": [0.91, -0.64, -0.54, -0.76, -0.48, -0.27, -0.40, -0.20, -0.25, -0.36, -0.35, -0.25, -0.53, -0.35, -0.29, 0.15, -0.39, -0.22, -0.31, -0.64, -0.02, -0.24, 0.38, -0.61, -0.02, -0.36, -0.24, -0.63, -0.22, -0.38, 0.72, -0.21, -0.37, 0.02, -0.26, -0.25, 0.16, 0.17, 0.21, 0.23, 0.19, 0.22, 0.30, 0.18, 0.25, 0.24, 0.24, 0.22, 0.19, 0.19, 0.21, 0.19, 0.22, 0.24, 0.19, 0.26, 0.17, 0.19, 0.22, 0.23, 0.17, 0.18, 0.16, 0.19, 0.22, 0.23, 0.17, 0.19, 0.22]}

=====

{"formula": "C55H42FeN7O3S", "method": "ωB97M-V/def2-TZVPD", "multiplicity": 6, "homo_energy_ev": [-0.07, -1.53], "energy_ev": -119513.91014, "charge": -2, "e_above_lowest_ev": 0.0000, "lumo_energy_ev": [4.221, 4.061], "elements": ["Fe", "S", "O", "O", "O", "N", "N", "N", "N", "N", "N", "N", "C", "C", "C", "C", "C", "C", "C", "C", "C", "C", "C", "C", "C", "C", "C", "C", "C", "C", "C", "C", "C", "C", "C", "C", "C", "C", "C", "C", "C", "C", "C", "C", "C", "C", "C", "C", "C", "C", "C", "C", "C", "C", "C", "C", "C", "C", "C", "C", "C", "C", "C", "C", "C", "C", "C", "H", "H", "H", "H", "H", "H", "H", "H", "H", "H", "H", "H", "H", "H", "H", "H", "H", "H", "H", "H", "H", "H", "H", "H", "H", "H", "H", "H", "H", "H", "H", "H", "H", "H", "H", "H", "H", "H", "H", "H", "H", "H"], "coordinates": [[0.44086, 0.22004, 0.40335], [-2.33936, -3.67559, 0.33699], [-0.55939, 0.03776, -1.36941], [0.44565, -3.79176, -3.59367], [-3.85842, -2.60864, -3.00928], [-1.00815, 1.49834, 1.02602], [-1.69153, -3.17583, -3.27895], [0.10517, -1.82853, -2.46514], [-0.61070, -1.27581, 2.59269], [1.74001, 1.08868, 2.82662], [1.54564, 1.71206, -0.27262], [2.01515, -1.04023, 0.35993], [7.09890, 0.47995, -3.34015], [-6.37222, -1.20355, 1.86503], [-2.48298, -2.65773, 1.84905], [0.04721, 3.59243, 0.15419], [-2.24900, 3.41355, 1.14855], [2.73484, 1.56533, -0.94668], [5.94721, 0.83435, -1.25912], [-1.01568, 2.84329, 0.77217], [-1.11326, 5.53753, -0.94344], [-0.29377, -2.93660, -3.13240], [-4.69434, 0.37006, 3.39527], [0.59798, 5.98550, 0.66280], [4.10677, -1.81276, -0.11737], [-2.17908, -0.86094, -2.82585], [2.19797, -2.26981, 1.00239], [5.90234, 0.07312, -3.91696], [-2.27237, 1.19182, 1.53071], [-1.91449, -1.25919, 1.78092], [7.11882, 0.85869, -2.00462], [-3.24370, -0.19488, -5.08580], [-4.17426, -0.24393, 2.25106], [-3.04196, 2.38953, 1.60680], [1.53127, -4.13307, 2.56122], [-0.60079, -1.27006, 1.09316], [4.73696, 0.44043, -1.82661], [3.51848, -2.72591, 0.73686], [3.47649, 0.43147, -1.02966], [-1.97056, -0.28235, -4.25207], [4.10165, 0.00807, 2.99626], [-1.28837, 6.89915, -1.14056], [-0.16616, 5.05459, -0.03847], [4.73570, 0.05088, -3.16458], [2.21129, 3.76064, -1.10759], [-0.79176, -0.90872, -2.15762], [-1.29007, -3.49803, 1.82667], [3.12462, 2.86723, -1.50270], [1.26833, -5.32319, 4.66940], [3.17288, -0.78110, -0.31467], [-6.02184, 0.21003, 3.76515], [-0.51277, 7.81475, -0.43891], [-0.16116, -2.49065, 1.78301], [1.97237, -6.41397, 4.17130], [-6.87115, -0.58018, 3.00132], [-5.04567, -1.03605, 1.49395], [2.78456, 0.62914, 2.94382], [2.43830, -6.36899, 2.86385], [1.19153, 3.04276, -0.33450], [-3.05145, 1.47296, -2.06207], [1.05020, -4.20692, 3.87915], [-2.68039, -2.28733, -3.00632], [0.43365, 7.35076, 0.46330], [1.23049, -2.93653, 1.76679], [-2.75617, -0.07665, 1.85714], [2.21774, -5.25224, 2.07071], [-3.19484, -0.04598, -2.01469], [-3.73612, -1.16523, -5.16512], [2.14212, -7.28913, 4.78702], [-7.90841, -0.70845, 3.28781], [-3.21449, 1.86862, -3.06943], [-3.01247, 0.15389, -6.09518], [2.18917, 4.81610, -1.33046], [-2.02820, 7.24589, -1.85279], [-3.96211, 0.49953, -4.64882], [4.00162, 3.04164, -2.10772], [-4.19038, -0.32923, -2.36215], [-4.06647, 2.46278, 1.92939], [5.87716, -0.23060, -4.95665], [3.80087, -0.27519, -3.60447], [-4.68193, -1.51768, 0.59424], [3.96609, -3.62749, 1.11429], [-3.12652, -0.37186, -0.97508], [-3.79805, 1.92462, -1.40633], [-1.20339, -4.38776, 2.43375], [-2.07248, 1.79757, -1.71467], [-1.95472, -4.12218, -3.50372], [0.50525, -3.35706, 4.27519], [4.85832, 0.72293, 2.67506], [1.32885, 5.61846, 1.37343], [-6.38973, 0.69613, 4.66186], [0.88663, -5.34055, 5.68414], [5.95616, 1.13131, -0.21657], [4.10724, -0.84834, 2.31959], [-1.22702, -0.89110, -4.77172], [-2.51276, 4.45626, 1.08593], [-1.52831, 0.70990, -4.13344], [2.95974, -7.22258, 2.44541], [-7.01714, -1.82031, 1.25046], [1.04375, 8.05214, 1.02079], [-1.70938, 4.82425, -1.49974], [4.32136, -0.32771, 4.00882], [2.53092, -5.25942, 1.03626], [5.09329, -1.85765, -0.55131], [8.01009, 0.49833, -3.92649], [8.04699, 1.17526, -1.54278], [-0.64741, 8.87878, -0.59414], [-4.03094, 0.97182, 4.00385], [-3.33039, -2.86788, 2.48631]], "forces_ev_per_a": [[-0.2, -0.2, -0.4], [0.0, 0.1, 0.0], [0.1, -0.1, -0.3], [0.0, 0.0, 0.0], [0.0, 0.0, 0.0], [-0.2, 0.1, 0.1], [0.0, 0.0, 0.1], [-0.1, -0.1, 0.0], [-0.1, -0.2, -0.1], [0.0, 0.2, 0.2], [0.1, 0.1, 0.1], [0.1, -0.1, 0.1], [0.0, 0.0, 0.0], [0.0, 0.0, 0.0], [-0.1, 0.1, -0.1], [-0.2, 0.0, 0.1], [0.0, 0.0, 0.1], [-0.1, 0.3, 0.0], [0.0, 0.1, 0.0], [0.2, 0.1, -0.1], [0.0, 0.0, 0.0], [0.1, 0.0, -0.1], [0.0, 0.0, 0.0], [0.0, 0.0, 0.0], [0.0, -0.1, 0.0], [0.0, -0.1, 0.0], [-0.1, 0.1, 0.0], [0.0, 0.0, 0.0], [0.1, 0.0, 0.0], [0.1, -0.2, 0.0], [0.0, 0.0, 0.0], [0.0, 0.0, 0.0], [0.1, 0.0, 0.1], [0.0, 0.0, 0.0], [0.0, 0.0, 0.0], [0.2, 0.6, 0.6], [0.0, 0.1, 0.0], [0.0, 0.0, 0.0], [0.1, -0.3, 0.0], [0.0, 0.0, 0.0], [-0.1, 0.0, 0.0], [0.0, 0.0, 0.0], [0.0, 0.0, 0.0], [0.0, 0.0, 0.0], [-0.2, 0.0, 0.1], [0.0, 0.1, 0.0], [0.1, -0.1, 0.0], [0.1, -0.2, 0.0], [0.0, 0.0, 0.0], [0.0, 0.2, -0.1], [0.0, 0.0, 0.0], [0.0, 0.0, 0.0], [-0.1, -0.1, -0.1], [0.0, 0.0, 0.0], [0.0, 0.0, 0.0], [0.0, 0.0, 0.0], [0.0, -0.1, -0.2], [0.0, 0.0, 0.0], [0.2, -0.1, -0.2], [0.0, 0.0, 0.0], [0.0, 0.0, 0.0], [-0.1, 0.0, 0.0], [0.0, 0.0, 0.0], [0.1, 0.0, 0.0], [0.0, 0.1, -0.1], [0.0, 0.0, 0.0], [0.0, 0.0, 0.0], [0.0, 0.0, 0.0], [0.0, 0.0, 0.0], [0.0, 0.0, 0.0], [0.0, 0.0, 0.0], [0.0, 0.0, 0.0], [0.0, 0.0, 0.0], [0.0, 0.0, 0.0], [0.0, 0.0, 0.0], [0.0, 0.0, 0.0], [0.0, 0.0, 0.0], [0.0, 0.0, 0.0], [0.0, 0.0, 0.0], [0.0, 0.0, 0.0], [0.0, 0.0, 0.0], [0.0, -0.1, 0.0], [0.0, 0.0, 0.1], [0.0, 0.0, 0.0], [0.0, 0.0, 0.0], [0.0, 0.0, 0.0], [0.0, 0.0, 0.0], [0.0, 0.0, 0.0], [0.0, 0.0, 0.0], [0.0, 0.0, 0.0], [0.0, 0.0, 0.0], [0.0, 0.0, 0.0], [0.0, 0.0, 0.0], [0.0, 0.0, 0.0], [0.0, 0.0, 0.0], [0.0, 0.0, 0.0], [0.0, 0.0, 0.0], [0.0, 0.0, 0.0], [0.0, 0.0, 0.0], [0.0, 0.0, 0.0], [0.0, 0.0, 0.0], [0.0, 0.0, 0.0], [0.0, 0.0, 0.0], [0.0, 0.0, 0.0], [0.0, 0.0, 0.0], [0.0, 0.0, 0.0], [0.0, 0.0, 0.0], [0.0, 0.0, 0.0], [0.0, 0.0, 0.0]], "mulliken_spin": [3.06, -0.01, 0.07, 0.00, 0.00, 0.01, 0.00, 0.01, 0.16, 0.01, 0.04, 0.05, 0.00, -0.02, -0.01, -0.03, -0.04, 0.03, 0.01, 0.26, 0.00, 0.00, 0.05, -0.01, 0.02, 0.01, -0.10, 0.01, -0.10, -0.03, 0.01, 0.00, 0.00, 0.24, 0.03, -0.20, 0.00, 0.23, 0.08, 0.00, 0.01, 0.01, 0.00, -0.01, -0.01, -0.01, 0.02, 0.04, -0.03, 0.15, -0.01, 0.00, 0.05, 0.06, 0.03, 0.07, 0.00, -0.03, 0.12, 0.02, 0.08, 0.00, 0.00, 0.19, 0.34, 0.07, -0.01, 0.00, 0.01, 0.00, 0.00, 0.00, 0.00, 0.00, 0.00, 0.00, 0.00, 0.01, 0.00, 0.00, 0.02, 0.02, 0.02, 0.00, 0.00, -0.02, 0.00, 0.01, 0.00, 0.00, 0.00, 0.00, 0.00, -0.01, 0.00, 0.00, 0.00, 0.00, 0.00, 0.00, -0.01, 0.00, 0.00, -0.01, 0.00, 0.00, 0.00, 0.00, 0.00]}

=====

{"formula": "ClH16O8", "method": "ωB97M-V/def2-TZVPD", "multiplicity": 1, "homo_energy_ev": -7.01, "energy_ev": -29166.24977, "charge": -1, "e_above_lowest_ev": 0.4543, "lumo_energy_ev": 2.951, "elements": ["Cl", "O", "O", "O", "O", "O", "O", "O", "O", "H", "H", "H", "H", "H", "H", "H", "H", "H", "H", "H", "H", "H", "H", "H", "H"], "coordinates": [[0.56880, 0.15233, 0.10409], [-0.97840, -1.82609, 2.28461], [0.75701, 0.03555, -3.08411], [-3.02279, -1.20085, -0.35748], [0.16062, -2.77554, -0.86233], [3.09193, 2.54397, -0.47457], [-2.16823, 1.18575, -1.57269], [3.39233, -0.36867, 1.90810], [-0.96180, 3.06184, 0.88152], [2.52816, -0.36541, 1.49649], [-3.33188, -1.83290, 0.29152], [3.23735, -0.70993, 2.78887], [-2.59139, 0.41124, -1.20214], [2.41866, 3.16152, -0.76017], [-1.64770, -1.32279, 2.74825], [0.90913, -3.14972, -0.39761], [-2.07155, -1.19335, -0.25109], [-1.67548, 3.00774, 1.51711], [2.60279, 1.77997, -0.16914], [-0.47346, -1.16931, 1.80512], [-1.29970, 1.20019, -1.17060], [0.49454, -0.09637, -2.17310], [0.63414, -0.81994, -3.49554], [-0.70945, 2.15169, 0.72599], [0.13637, -1.86090, -0.58114]], "forces_ev_per_a": [[-0.2, 0.1, 0.4], [-0.3, -0.6, 0.3], [0.2, 0.2, -0.7], [-0.4, 0.0, -0.1], [-0.3, -0.9, -0.5], [0.5, 0.3, 0.0], [-0.3, 0.4, -0.4], [0.6, -0.1, 0.2], [0.0, 0.6, 0.2], [-0.6, 0.1, -0.4], [0.0, -0.1, 0.1], [0.0, 0.0, 0.2], [-0.3, -0.1, 0.1], [-0.2, 0.0, -0.1], [-0.1, 0.1, 0.1], [0.1, 0.0, 0.1], [0.5, -0.2, 0.2], [-0.2, 0.0, 0.0], [-0.3, -0.4, 0.1], [0.5, 0.5, -0.5], [0.4, 0.0, 0.1], [0.0, 0.1, 0.6], [-0.1, -0.2, 0.0], [0.3, -0.6, -0.1], [0.2, 0.7, 0.2]], "nbo_charge": [-0.91, -0.97, -0.96, -0.96, -0.98, -0.96, -0.97, -0.95, -0.95, 0.49, 0.48, 0.45, 0.48, 0.46, 0.46, 0.46, 0.49, 0.45, 0.49, 0.49, 0.47, 0.48, 0.46, 0.49, 0.48]}

=====

{"formula": "C6H10O2", "method": "ωB97M-V/def2-TZVPD", "multiplicity": 1, "homo_energy_ev": [-6.48, -6.76], "energy_ev": -10474.00056, "charge": 0, "e_above_lowest_ev": 5.1694, "lumo_energy_ev": [-0.109, 0.114], "elements": ["O", "O", "C", "C", "C", "C", "C", "C", "H", "H", "H", "H", "H", "H", "H", "H", "H", "H"], "coordinates": [[-1.32069, 0.33367, -1.42396], [1.90000, 0.00990, 1.97442], [2.13591, -0.32006, 0.84878], [-1.21359, -0.33428, 0.93135], [0.67843, -1.57845, -0.82242], [-0.61778, 0.34391, -0.27086], [1.41711, -0.44054, -0.38399], [-0.11010, 1.73960, -0.02351], [0.50829, 1.78629, 0.86986], [1.84203, 0.19513, -1.15637], [-0.46699, -0.44870, 1.71614], [-1.64981, -1.30092, 0.69025], [-2.00404, 0.32516, 1.30896], [-1.64320, -0.56440, -1.58882], [0.42895, 2.12366, -0.88656], [-0.99209, 2.37282, 0.12903], [0.82041, -1.97296, -1.82296], [0.28716, -2.26983, -0.08934]], "forces_ev_per_a": [[0.2, -0.3, 0.1], [0.2, -0.2, -0.6], [-0.4, 0.1, 0.6], [0.0, 0.0, -0.1], [0.2, -0.6, -0.1], [0.7, 0.4, 0.3], [-0.8, 0.5, -0.2], [-0.2, 0.0, 0.0], [0.0, 0.0, 0.0], [0.0, 0.0, 0.0], [0.0, 0.0, 0.0], [0.0, 0.0, 0.0], [0.0, 0.0, 0.0], [0.0, 0.1, 0.0], [0.0, 0.0, 0.0], [0.0, 0.0, 0.0], [0.0, 0.1, 0.0], [0.0, 0.0, 0.0]], "nbo_charge": [-0.68, -0.54, 0.48, -0.72, -0.49, 0.58, -0.45, -0.69, 0.24, 0.24, 0.26, 0.22, 0.23, 0.49, 0.23, 0.23, 0.20, 0.19]}